No. 1
# C35H67Ge2N3O3S2Si3Ti

A molecular structure, C35H67Ge2N3O3S2Si3Ti (ωB97M-V/def2-TZVPD, the Open Molecules 2025 dataset).

Properties
Frontier orbital gap (alpha / beta) in eV: 6.5 / 6.5
Molecular weight in g/mol: 919.42
HOMO (alpha / beta) in Eh: -0.478 / -0.478
Energy above the lowest of the compared OMol25 structures with the same formula, charge and spin in kJ/mol: 32.3
E_tot in eV: -229439.8210
F_max in eV/A: 0.98

Structure (ORCA input):
```
! wB97M-V def2-TZVPD RIJCOSX def2/J DEFGRID3
* xyz 2 1
Ti 1.472 -0.348 0.814
C 2.822 -0.750 -2.751
C 3.781 -0.362 -1.633
C 4.718 0.757 -2.083
C 4.640 -1.541 -1.180
O 2.967 0.168 -0.530
Ge 3.648 1.414 0.731
O 1.816 1.858 0.826
C 1.279 2.986 1.570
C 0.940 4.079 0.566
C 2.301 3.491 2.584
C 0.028 2.490 2.279
O 2.783 -0.273 2.037
C 3.481 -0.773 3.213
C 3.798 -2.249 2.998
C 2.586 -0.563 4.433
C 4.778 0.011 3.395
H 3.373 -1.205 -3.574
H 2.092 -1.471 -2.386
H 2.294 0.131 -3.119
H 5.226 0.468 -3.001
H 4.168 1.682 -2.268
H 5.480 0.942 -1.321
H 5.403 -1.741 -1.931
H 5.148 -1.297 -0.242
H 4.061 -2.447 -1.042
H 1.849 4.432 0.079
H 0.265 3.682 -0.196
H 0.462 4.922 1.063
H 3.209 3.834 2.080
H 1.890 4.330 3.143
H 2.565 2.705 3.297
H -0.676 2.121 1.529
H 0.287 1.685 2.972
H -0.444 3.293 2.843
H 2.885 -2.825 2.843
H 4.437 -2.378 2.124
H 4.312 -2.645 3.872
H 1.641 -1.093 4.322
H 3.094 -0.938 5.320
H 2.381 0.499 4.574
H 5.460 -0.157 2.557
H 4.576 1.081 3.480
H 5.276 -0.313 4.307
C -2.100 -2.122 -1.647
C -0.769 -1.801 -1.027
S -0.350 -0.088 -0.771
C 0.056 -2.793 -0.655
C -0.272 -4.241 -0.932
S 1.602 -2.555 0.164
H -2.631 -1.216 -1.915
H -2.718 -2.685 -0.943
H -1.973 -2.740 -2.537
H -1.227 -4.529 -0.488
H 0.509 -4.885 -0.536
H -0.341 -4.416 -2.008
N -2.869 -8.145 6.645
C -2.607 -7.181 6.078
C -2.274 -5.974 5.382
C -1.699 -6.034 4.114
C -1.376 -4.865 3.451
C -1.628 -3.644 4.061
C -2.200 -3.573 5.322
C -2.524 -4.742 5.986
N -1.291 -2.439 3.371
C -2.104 -1.346 3.182
C -1.390 -0.469 2.434
N -0.144 -1.003 2.157
C -0.136 -2.197 2.741
H -1.515 -6.995 3.656
H -0.941 -4.897 2.459
H -2.373 -2.610 5.787
H -2.956 -4.707 6.976
H -3.105 -1.295 3.574
H -1.711 0.489 2.074
H 0.673 -2.905 2.732
C -2.048 -0.982 -4.900
Si -3.030 0.348 -3.979
C -3.534 1.735 -5.150
C -4.579 -0.335 -3.126
Ge -1.557 1.508 -2.322
Si -3.066 2.737 -0.791
C -2.440 4.292 0.078
C -3.769 1.462 0.429
C -4.443 3.291 -1.954
Si 0.250 2.617 -3.573
C -0.480 4.308 -3.974
C 0.464 1.568 -5.127
C 1.914 2.882 -2.712
H -2.629 -1.901 -4.998
H -1.112 -1.228 -4.397
H -1.803 -0.642 -5.908
H -4.229 1.339 -5.894
H -2.683 2.159 -5.687
H -4.044 2.545 -4.628
H -4.710 -1.397 -3.342
H -5.461 0.185 -3.506
H -4.568 -0.213 -2.041
H -1.866 4.096 0.982
H -3.307 4.892 0.363
H -1.832 4.907 -0.589
H -3.333 0.470 0.282
H -4.847 1.376 0.278
H -3.614 1.753 1.470
H -4.068 3.902 -2.778
H -5.168 3.898 -1.407
H -4.977 2.436 -2.373
H -1.455 4.225 -4.461
H 0.183 4.848 -4.654
H -0.604 4.919 -3.078
H -0.423 1.645 -5.761
H 0.609 0.512 -4.893
H 1.320 1.900 -5.718
H 1.989 3.914 -2.369
H 2.726 2.713 -3.422
H 2.056 2.223 -1.853
*
```

---

No. 2
# C35H68BCl2FN3O6S

2 unconnected molecules or ions with the total composition C35H68BCl2FN3O6S (ωB97M-V/def2-TZVPD, the Open Molecules 2025 dataset).

Properties
Frontier orbital gap in eV: 8.5
Molecular weight in g/mol: 759.73
HOMO in Eh: -0.391
Energy above the lowest of the compared OMol25 structures with the same formula, charge and spin in kJ/mol: 0.0
E_tot in eV: -93419.4760
F_max in eV/A: 1.41

Structure (ORCA input):
```
! wB97M-V def2-TZVPD RIJCOSX def2/J DEFGRID3
* xyz 1 1
C 2.775 0.978 0.168
C 1.941 -0.066 0.244
C 1.692 -0.999 -0.924
C 0.318 -1.722 -1.118
C 0.559 -2.262 -2.577
N -0.313 -3.309 -3.077
C -0.863 -0.680 -1.228
C -2.015 -1.042 -2.174
C -3.214 -0.077 -2.123
C -4.493 -0.774 -2.576
Cl -5.939 0.036 -1.926
C -0.421 0.761 -1.561
C 0.100 1.146 -2.926
O 1.230 1.463 -3.117
Cl -1.019 1.279 -4.296
O -1.375 -0.499 0.129
S -2.275 -1.649 0.765
O -2.076 -1.477 2.167
O -3.624 -1.613 0.302
C -1.404 -3.233 0.256
F -1.505 -3.920 1.452
C -2.175 -4.130 -0.699
C -3.646 -4.428 -0.317
C -4.065 -5.802 -0.836
C -3.495 -6.980 -0.029
O -4.497 -7.682 0.675
C -4.801 -7.138 1.942
C 0.098 -2.904 -0.041
C 0.802 -2.563 1.344
C 0.941 -3.656 2.433
C 0.415 -3.161 3.799
C 1.474 -2.419 4.610
B 0.968 -4.214 -0.393
O 0.536 -5.469 0.023
N 2.314 -4.119 -0.995
C 2.500 -5.128 -2.050
C 3.381 -4.276 0.013
H 2.545 1.933 0.622
H 3.708 0.914 -0.387
H 1.441 -0.204 1.193
H 2.457 -1.782 -0.955
H 1.890 -0.406 -1.814
H 1.599 -2.562 -2.674
H 0.478 -1.400 -3.246
H -0.783 -3.077 -3.937
H 0.131 -4.208 -3.164
H -2.399 -2.037 -1.989
H -1.657 -1.074 -3.201
H -3.366 0.315 -1.121
H -3.073 0.782 -2.776
H -4.563 -0.755 -3.662
H -4.532 -1.806 -2.238
H -1.290 1.395 -1.354
H 0.325 1.138 -0.867
H -2.182 -3.808 -1.731
H -1.680 -5.100 -0.692
H -3.848 -4.305 0.746
H -4.266 -3.686 -0.820
H -5.152 -5.868 -0.748
H -3.846 -5.878 -1.904
H -3.047 -7.712 -0.704
H -2.717 -6.635 0.666
H -3.911 -6.722 2.426
H -5.582 -6.372 1.883
H -5.177 -7.943 2.571
H 0.364 -1.665 1.769
H 1.834 -2.370 1.061
H 0.439 -4.593 2.233
H 1.994 -3.896 2.608
H -0.478 -2.550 3.672
H 0.119 -4.041 4.375
H 1.789 -1.487 4.133
H 2.334 -3.054 4.823
H 1.054 -2.136 5.578
H 0.197 -6.038 -0.673
H 1.562 -5.415 -2.530
H 3.154 -4.736 -2.833
H 2.961 -6.047 -1.675
H 3.642 -3.314 0.460
H 3.107 -4.969 0.815
H 4.283 -4.661 -0.460
C -1.094 6.361 2.778
C -0.284 7.607 2.427
C 0.037 7.747 0.935
C 0.630 6.567 0.173
N 2.065 6.134 0.403
C 3.067 7.121 -0.147
C 3.329 8.112 0.975
C 3.225 7.272 2.257
C 2.443 6.010 1.870
C 2.260 4.772 -0.239
C 2.157 4.674 -1.753
C 0.761 4.697 -2.381
H -0.607 5.434 2.466
H -1.241 6.295 3.855
H -2.079 6.388 2.310
H 0.620 7.649 3.034
H -0.860 8.488 2.716
H 0.617 8.653 0.756
H -0.912 7.930 0.423
H 0.597 6.827 -0.881
H 0.016 5.679 0.314
H 3.968 6.553 -0.378
H 2.675 7.568 -1.056
H 2.592 8.910 0.973
H 4.301 8.587 0.865
H 2.753 7.827 3.063
H 4.213 6.987 2.616
H 1.549 5.817 2.453
H 3.086 5.139 1.957
H 1.548 4.103 0.246
H 3.263 4.467 0.056
H 2.599 3.703 -1.993
H 2.802 5.415 -2.231
H 0.029 4.189 -1.750
H 0.791 4.178 -3.338
H 0.399 5.702 -2.592
*
```

---

No. 3
# C35H68BFNO18

7 unconnected molecules or ions with the total composition C35H68BFNO18 (ωB97M-V/def2-TZVPD, the Open Molecules 2025 dataset).

Properties
Frontier orbital gap in eV: 7.0
Molecular weight in g/mol: 820.73
HOMO in Eh: -0.184
E_tot in eV: -79138.9983
F_max in eV/A: 0.97

Structure (ORCA input):
```
! wB97M-V def2-TZVPD RIJCOSX def2/J DEFGRID3
* xyz -1 1
F 2.482 -2.580 5.591
C 3.320 -2.120 4.544
C 2.534 -1.573 3.371
C 3.325 -1.744 2.068
B 2.560 -1.206 0.714
C 1.000 -1.719 0.609
C 0.888 -3.273 0.491
C -0.170 -3.898 1.420
C 0.296 -5.018 2.379
N 1.501 -5.718 1.982
C 2.707 -5.543 2.595
C 3.633 -6.334 1.954
C 2.954 -7.003 0.910
C 1.636 -6.600 0.954
H 3.918 -2.974 4.230
H 3.996 -1.378 4.968
H 1.593 -2.118 3.301
H 2.367 -0.508 3.529
H 3.585 -2.806 1.981
H 4.279 -1.213 2.165
H 3.207 -1.603 -0.264
H 2.565 0.036 0.693
H 0.390 -1.371 1.447
H 0.608 -1.279 -0.311
H 0.585 -3.474 -0.535
H 1.886 -3.682 0.629
H -0.594 -3.109 2.040
H -0.998 -4.276 0.821
H -0.499 -5.763 2.442
H 0.422 -4.628 3.383
H 2.810 -4.874 3.428
H 4.678 -6.406 2.195
H 3.346 -7.699 0.190
H 0.802 -6.857 0.330
C -2.976 -1.961 -5.685
C -2.342 -1.371 -4.442
O -1.744 -2.371 -3.610
C -0.559 -2.831 -4.005
O 0.052 -2.466 -4.978
O -0.159 -3.729 -3.118
C 1.135 -4.290 -3.351
H -3.689 -2.742 -5.413
H -3.501 -1.185 -6.243
H -2.226 -2.406 -6.337
H -3.100 -0.911 -3.811
H -1.608 -0.603 -4.689
H 1.884 -3.506 -3.442
H 1.138 -4.916 -4.243
H 1.363 -4.894 -2.479
C 0.706 0.517 7.185
C 1.822 -0.349 7.728
O 2.947 0.445 8.162
C 2.811 1.068 9.319
O 1.879 1.007 10.078
O 3.924 1.787 9.529
C 3.910 2.573 10.717
H 1.079 1.158 6.385
H -0.088 -0.112 6.786
H 0.285 1.158 7.960
H 2.203 -0.993 6.942
H 1.481 -0.982 8.548
H 3.699 1.961 11.592
H 3.171 3.369 10.632
H 4.901 3.011 10.805
C -4.458 4.459 -1.747
C -2.950 4.480 -1.626
O -2.479 3.576 -0.617
C -2.515 2.284 -0.951
O -2.891 1.842 -2.007
O -2.057 1.579 0.075
C -2.017 0.161 -0.133
H -4.924 4.662 -0.781
H -4.793 5.211 -2.462
H -4.806 3.487 -2.089
H -2.602 5.461 -1.309
H -2.473 4.247 -2.578
H -1.454 -0.085 -1.030
H -3.030 -0.235 -0.203
H -1.514 -0.258 0.732
C 2.246 -1.316 -6.975
C 1.349 -0.241 -7.539
O 1.685 0.104 -8.900
C 1.282 -0.750 -9.829
O 0.625 -1.744 -9.661
O 1.702 -0.297 -11.018
C 1.372 -1.149 -12.114
H 3.295 -1.023 -7.063
H 2.009 -1.479 -5.928
H 2.114 -2.258 -7.505
H 1.475 0.685 -6.982
H 0.299 -0.527 -7.484
H 0.304 -1.356 -12.141
H 1.927 -2.084 -12.048
H 1.665 -0.614 -13.013
C -7.861 4.048 -6.656
C -8.873 3.314 -5.802
O -8.520 1.937 -5.611
C -7.549 1.717 -4.724
O -6.986 2.552 -4.067
O -7.308 0.409 -4.684
C -6.230 0.040 -3.812
H -7.725 3.534 -7.609
H -8.204 5.064 -6.853
H -6.894 4.100 -6.160
H -9.840 3.287 -6.301
H -9.006 3.796 -4.834
H -6.391 0.427 -2.809
H -5.285 0.412 -4.203
H -6.217 -1.045 -3.791
C 4.519 3.655 6.687
C 4.212 4.606 7.822
O 4.035 5.960 7.366
C 2.865 6.215 6.788
O 1.942 5.454 6.676
O 2.873 7.489 6.383
C 1.684 7.886 5.695
H 5.387 4.004 6.125
H 4.726 2.661 7.081
H 3.680 3.582 5.996
H 5.052 4.649 8.513
H 3.331 4.291 8.381
H 0.801 7.682 6.295
H 1.610 7.370 4.740
H 1.776 8.955 5.526
*
```

---

No. 4
# C35H68BNO9

10 unconnected molecules or ions with the total composition C35H68BNO9 (ωB97M-V/def2-TZVPD, the Open Molecules 2025 dataset).

Properties
Frontier orbital gap in eV: 8.2
Molecular weight in g/mol: 657.74
HOMO in Eh: -0.289
E_tot in eV: -57989.0129
F_max in eV/A: 3.49
Structure (SMILES): BCCCCn1cccc1.CC(C)=O.CC(C)=O.CC(C)=O.CC(C)=O.CC(C)=O.CC(C)=O.CC(C)=O.CC(C)=O.CC(C)=O

Structure (ORCA input):
```
! wB97M-V def2-TZVPD RIJCOSX def2/J DEFGRID3
* xyz 0 1
B 5.812 1.815 -1.858
C 5.140 3.141 -1.223
C 5.067 4.295 -2.308
C 3.601 4.863 -2.504
C 2.636 3.841 -3.209
N 1.406 3.527 -2.465
C 0.376 2.753 -3.010
C -0.740 2.597 -2.110
C -0.328 3.335 -0.867
C 0.983 3.858 -1.185
H 5.856 1.648 -3.025
H 6.326 0.980 -1.179
H 5.859 3.487 -0.426
H 4.164 2.915 -0.718
H 5.457 3.986 -3.311
H 5.697 5.157 -1.958
H 3.713 5.751 -3.191
H 3.259 5.230 -1.505
H 2.301 4.324 -4.174
H 3.182 2.907 -3.536
H 0.324 2.268 -4.007
H -1.711 2.076 -2.216
H -0.851 3.507 0.094
H 1.570 4.458 -0.451
C 5.231 -1.602 -4.197
C 4.227 -0.528 -4.496
O 4.305 0.572 -3.981
C 3.118 -0.865 -5.456
H 5.969 -1.221 -3.490
H 4.733 -2.459 -3.752
H 5.745 -1.897 -5.116
H 2.525 -1.695 -5.064
H 3.536 -1.129 -6.430
H 2.468 0.002 -5.577
C 1.833 8.200 -2.604
C 1.829 8.212 -4.111
O 2.036 7.203 -4.751
C 1.554 9.528 -4.791
H 2.043 7.190 -2.252
H 2.610 8.870 -2.229
H 0.856 8.507 -2.226
H 2.318 10.257 -4.513
H 0.565 9.894 -4.510
H 1.581 9.388 -5.872
C -0.857 -0.651 -3.079
C -0.329 -2.051 -2.906
O 0.480 -2.521 -3.682
C -0.841 -2.843 -1.734
H -0.400 -0.200 -3.961
H -1.940 -0.675 -3.219
H -0.602 -0.048 -2.207
H -1.923 -2.965 -1.811
H -0.587 -2.334 -0.804
H -0.376 -3.830 -1.733
C -0.281 -2.045 3.300
C -1.361 -1.586 2.358
O -1.395 -1.966 1.203
C -2.399 -0.638 2.900
H 0.390 -2.718 2.777
H 0.291 -1.185 3.656
H -0.724 -2.578 4.143
H -1.921 0.283 3.238
H -2.938 -1.107 3.726
H -3.112 -0.394 2.111
C 2.326 -6.539 3.393
C 1.218 -5.551 3.133
O 1.208 -4.458 3.664
C 0.124 -5.972 2.188
H 3.043 -6.103 4.090
H 1.917 -7.449 3.835
H 2.843 -6.772 2.460
H -0.383 -6.856 2.577
H 0.544 -6.181 1.202
H -0.603 -5.164 2.095
C -5.909 -0.793 0.911
C -6.726 0.208 1.687
O -6.996 0.033 2.856
C -7.194 1.438 0.951
H -5.641 -1.624 1.564
H -6.492 -1.179 0.073
H -4.992 -0.324 0.548
H -7.833 1.150 0.114
H -6.334 2.005 0.589
H -7.769 2.068 1.630
C -3.659 -6.212 3.446
C -3.133 -7.614 3.620
O -2.330 -8.087 2.844
C -3.644 -8.404 4.797
H -3.207 -5.763 2.561
H -4.742 -6.235 3.312
H -3.401 -5.607 4.317
H -4.727 -8.523 4.723
H -3.385 -7.895 5.727
H -3.182 -9.391 4.798
C 2.699 -0.572 -1.241
C 3.109 -2.011 -1.065
O 3.884 -2.553 -1.829
C 2.515 -2.757 0.102
H 3.197 -0.156 -2.115
H 1.619 -0.508 -1.390
H 2.992 0.008 -0.362
H 1.427 -2.787 0.010
H 2.800 -2.271 1.038
H 2.895 -3.779 0.109
C -5.596 1.837 5.188
C -4.264 1.660 5.870
O -3.712 0.581 5.906
C -3.643 2.879 6.507
H -5.921 0.882 4.777
H -6.340 2.180 5.910
H -5.503 2.556 4.372
H -4.301 3.267 7.286
H -3.465 3.644 5.749
H -2.689 2.604 6.958
*
```

---

What is the formula in the fourth record?
C35H68BNO9

---

The lowest F_max belongs to which entry?
C35H68BFNO18